Entry 1:
14
Properties=species:S:1:pos:R:3 method="wB97M-V/def2-TZVPD" e_above_lowest_kj_mol=482.8 homo_ev=-15.35 total_charge=+1 e_lumo_ev=-6.55
C -2.726 0.120 0.256
C -1.421 -0.628 -0.092
C -0.066 -0.081 -0.072
C 0.940 -1.005 0.295
C 0.197 1.338 -0.231
N -3.105 -0.200 -0.851
H -3.173 0.460 1.220
H -1.421 -1.710 0.217
H 0.688 -1.974 0.409
H 1.566 -0.586 1.160
H 1.662 -1.288 -0.506
H 0.520 1.443 -1.413
H 1.167 1.664 0.208
H -0.589 2.031 -0.061

Entry 2:
33
Properties=species:S:1:pos:R:3 method="wB97M-V/def2-TZVPD" homo_ev="-1.31 / -1.12" multiplicity=5 total_charge=-2 e_lumo_ev="5.15 / 3.76"
C 0.188 1.208 -0.685
C -0.862 0.287 -1.088
C -0.412 -1.069 -0.861
C -2.094 0.652 -1.787
C 0.902 -1.008 -0.264
C 1.288 0.398 -0.181
C 2.546 0.924 0.295
C 0.229 2.644 -0.921
C -1.152 -2.267 -1.221
C 1.725 -2.118 0.165
Pd -1.959 0.371 1.612
Cl -3.193 -1.129 1.341
Cl -2.689 2.484 0.839
O -0.098 -0.583 2.131
H -2.412 1.653 -1.484
H -2.909 -0.026 -1.520
H -1.934 0.618 -2.875
H -2.169 -2.237 -0.802
H -0.656 -3.158 -0.832
H -1.217 -2.357 -2.319
H 1.109 -3.011 0.334
H 2.246 -1.867 1.101
H 2.488 -2.360 -0.594
H 3.216 0.115 0.626
H 2.345 1.681 1.195
H 3.057 1.443 -0.542
H -0.778 3.089 -0.850
H 0.641 2.832 -1.931
H 0.852 3.156 -0.170
H -0.122 -1.352 2.816
O 2.224 2.588 2.560
H 1.306 2.106 2.953
I -1.706 -3.708 2.959

Entry 3:
15
Properties=species:S:1:pos:R:3 method="wB97M-V/def2-TZVPD" e_above_lowest_kj_mol=220.0 homo_ev=-8.71 total_charge=0 e_lumo_ev=0.77
C 0.899 -0.211 -0.171
C 0.111 0.546 -1.049
C -1.256 -0.077 -0.748
C -1.201 -0.108 0.809
C 0.157 0.368 1.011
H 3.189 -0.932 -0.098
H 0.607 -1.318 -0.324
H 0.599 0.527 -1.983
H -2.166 0.472 -1.078
H -1.245 -1.181 -1.088
H -1.397 -1.173 1.242
H -1.875 0.368 1.442
H 0.672 0.465 1.953
S 2.605 0.252 0.051
S 0.301 2.002 0.031

| no. | calculated total energy (eV) |
| --- | --- |
| 1 | -6793.08438 |
| 2 | -51362.88744 |
| 3 | -26982.87735 |